Entry from the OMol25 dataset: a 4-piece molecular cluster, C5H20N3O3 overall (wB97M-V/def2-TZVPD).

Properties
Frontier orbital gap (spin up / spin down) in eV: 3.2 / 8.8
Energy above the lowest of the compared OMol25 structures with the same formula, charge and spin in kcal/mol: 0.0
2S+1: 2
Charge: 0
F_max in eV/Å: 4.3
Electronic energy in hartree: -592.33542
HOMO (spin up / spin down) in eV: -2.7261 / -8.5125

Structure (XYZ):
```
31
Properties=species:S:1:pos:R:3:forces:R:3
C 2.571566 -1.427311 2.501728 -1.27 -0.46 -3.06
C 1.882015 -0.535249 1.401406 -0.56 -0.32 1.99
C 0.422709 -1.028770 1.125767 1.32 2.77 0.50
C -0.149813 -0.545827 -0.153114 0.01 -0.80 -0.32
C -0.869524 -1.371725 -0.944336 0.46 0.70 -0.66
N -1.659851 -0.924052 -2.001323 0.40 0.34 0.08
N 0.138948 0.884096 -0.479692 1.14 -0.32 -0.04
N 1.796354 0.885454 1.835629 0.76 -0.09 -1.20
H 2.603940 -2.454166 2.080112 0.08 0.39 0.49
H 3.560263 -1.085244 2.612353 1.25 0.38 0.60
H 1.987920 -1.419948 3.386829 -0.34 0.06 0.98
H 2.439628 -0.558569 0.488174 0.52 -0.12 -0.56
H 0.357342 -2.061293 1.218993 -0.13 -1.94 -0.04
H -0.152319 -0.597294 1.958637 -0.21 -0.24 -0.01
H -0.653624 -2.451607 -0.881767 -0.72 0.58 0.39
H -2.305247 -1.577701 -2.445976 0.41 0.36 0.47
H -2.067397 0.003474 -1.793112 0.05 -0.89 -0.34
H -0.705087 1.466591 -0.563414 -0.29 0.42 0.17
H 0.614694 0.889192 -1.422328 -0.40 0.10 0.72
H 0.854329 1.311687 0.259048 -1.38 -0.78 -0.96
H 1.093245 1.010924 2.520147 -0.83 0.04 0.86
H 2.657602 1.270019 2.223215 -0.12 -0.30 -0.31
H -2.765872 3.033258 -1.908161 0.23 -0.04 -1.38
H -2.867020 3.583225 -0.538684 -0.19 -1.93 -0.44
O -2.958593 2.679042 -1.044295 0.10 2.09 1.68
H -2.899085 0.953548 0.820061 0.76 1.10 2.08
H -3.567418 0.980885 -0.417566 1.13 -1.68 0.65
O -3.028086 0.315233 0.155905 -2.00 0.52 -2.42
H 1.919088 -0.743603 -3.480802 -0.13 0.09 0.06
H 0.461965 -0.403751 -3.331830 -3.96 -1.61 -0.75
O 1.287330 -0.080519 -3.181604 3.94 1.60 0.81
```
Positions in Å, forces in eV/Å.